(1)
Entry from the Open Molecules 2025 dataset: a cluster of 8 separate species, C25H34Cl2NO25PS in total (ωB97M-V with the def2-TZVPD basis set).

The geometry in XYZ format:
```
89
Properties=species:S:1:pos:R:3:forces:R:3:mulliken_charge:R:1
C 1.466 -3.432 -2.390 0.57 0.43 -0.45 -1.109
C 2.729 -3.938 -1.587 0.09 -0.42 -1.13 0.342
Cl 3.251 -5.515 -2.406 -0.60 0.58 0.69 -0.168
C 3.903 -2.890 -1.825 0.09 -0.59 -1.52 -0.525
Cl 5.570 -3.670 -1.957 -0.90 0.95 0.43 -0.122
O 3.889 -1.755 -0.956 -0.59 -1.05 2.07 -0.195
P 3.916 -2.117 0.674 1.58 -1.48 2.78 0.880
O 4.895 -3.169 1.114 -1.85 2.01 -1.44 -0.671
O 2.406 -2.486 1.312 2.00 0.99 -2.17 -0.367
O 4.373 -0.656 1.457 -0.25 -2.56 -1.92 -0.061
N 3.277 -0.087 2.115 -2.08 3.59 -1.94 -0.357
C 2.613 0.672 1.299 -2.22 -1.37 0.38 0.382
S 1.370 1.235 0.399 3.17 -0.93 2.09 -0.006
H 1.586 -2.315 -2.530 -0.63 -1.08 0.48 0.287
H 0.481 -3.712 -1.943 0.96 0.37 -0.19 0.105
H 1.506 -3.854 -3.437 0.02 0.35 1.22 0.469
H 2.541 -4.219 -0.524 0.30 0.39 -0.87 0.335
H 3.736 -2.473 -2.860 0.27 -0.35 1.24 0.463
H 1.720 -2.531 0.617 -0.08 0.25 0.37 0.307
O -1.051 3.447 -0.511 0.14 0.12 -0.22 -0.533
C -0.314 3.957 -1.298 -0.19 -0.30 0.42 0.654
O -0.345 5.271 -1.638 -0.13 -0.39 -0.03 -0.380
C 0.822 5.534 -2.417 0.41 0.73 -0.13 -0.288
C 1.164 4.180 -2.967 0.50 -0.17 -0.49 -0.420
O 0.661 3.296 -1.970 -0.37 0.30 0.09 -0.237
H 0.611 6.263 -3.199 -0.20 -0.03 0.12 0.301
H 1.602 5.929 -1.763 -0.03 -0.13 -0.02 0.270
H 0.656 3.971 -3.914 -0.03 -0.01 0.05 0.312
H 2.236 4.044 -3.102 -0.08 -0.12 0.19 0.351
O -0.599 -1.609 -0.293 0.19 -0.23 0.09 -0.474
C -1.099 -2.449 0.390 -0.23 0.26 -0.10 0.493
O -2.389 -2.437 0.795 0.58 0.08 -0.13 -0.212
C -2.661 -3.708 1.384 -0.75 -0.51 0.28 -0.108
C -1.301 -4.185 1.804 0.12 -0.47 0.50 -0.442
O -0.442 -3.546 0.857 -0.11 0.42 -0.29 -0.303
H -3.346 -3.610 2.224 -0.01 0.23 -0.16 0.380
H -3.115 -4.353 0.629 0.07 0.03 0.05 0.029
H -1.032 -3.851 2.809 0.03 0.05 -0.09 0.281
H -1.201 -5.268 1.754 0.15 0.11 -0.16 0.372
O -5.533 -2.393 2.008 -0.04 -0.02 -0.29 -0.550
C -5.599 -1.461 1.267 0.16 0.00 0.51 0.609
O -5.430 -0.175 1.649 -0.16 -0.60 -0.16 -0.335
C -5.348 0.616 0.466 0.25 0.83 -0.16 -0.229
C -6.070 -0.225 -0.547 -0.24 0.30 -0.63 -0.399
O -5.851 -1.553 -0.066 0.03 0.08 0.42 -0.318
H -5.818 1.587 0.613 0.05 -0.11 0.14 0.271
H -4.295 0.767 0.214 -0.06 -0.04 0.00 0.249
H -7.145 -0.028 -0.567 0.05 -0.04 0.06 0.278
H -5.670 -0.103 -1.553 0.02 -0.20 0.08 0.345
O -5.604 3.598 -1.403 0.10 -0.02 -0.13 -0.528
C -4.839 4.105 -2.162 -0.19 -0.12 0.33 0.638
O -4.825 5.427 -2.466 -0.02 -0.45 0.01 -0.351
C -3.638 5.677 -3.214 0.34 0.68 -0.09 -0.169
C -3.321 4.329 -3.794 0.38 -0.16 -0.47 -0.111
O -3.868 3.434 -2.832 -0.27 0.21 0.15 -0.305
H -3.813 6.433 -3.979 -0.19 -0.03 0.13 0.313
H -2.860 6.034 -2.533 -0.03 -0.10 -0.01 0.171
H -3.814 4.160 -4.756 0.00 0.01 0.05 0.309
H -2.250 4.166 -3.913 -0.08 -0.16 0.14 0.041
O -4.735 -7.695 -1.026 -0.09 0.30 -0.03 -0.531
C -5.191 -6.611 -1.204 0.14 -0.62 0.06 0.585
O -4.528 -5.449 -0.960 -0.25 -0.30 -0.08 -0.258
C -5.312 -4.391 -1.507 0.25 0.78 -0.07 0.377
C -6.693 -4.976 -1.532 -0.58 0.28 -0.01 -0.397
O -6.443 -6.372 -1.676 0.40 0.03 0.10 -0.349
H -5.247 -3.498 -0.887 0.13 -0.24 0.01 -0.193
H -4.938 -4.157 -2.508 -0.02 -0.09 0.01 0.236
H -7.236 -4.807 -0.598 0.07 -0.01 -0.02 0.272
H -7.292 -4.600 -2.362 0.02 -0.23 0.00 0.333
O 3.524 4.837 -0.698 0.15 -0.11 0.05 -0.513
C 4.402 4.320 -0.074 -0.18 0.09 -0.08 0.426
O 4.272 3.157 0.610 0.02 0.54 -0.30 -0.111
C 5.578 2.758 1.020 0.30 -0.74 0.36 0.186
C 6.334 4.053 1.034 0.60 0.13 0.43 -0.359
O 5.656 4.822 0.040 -0.51 -0.17 -0.15 -0.351
H 5.550 2.281 1.999 -0.18 0.08 -0.08 -0.165
H 5.976 2.047 0.290 -0.05 0.06 -0.01 0.263
H 6.260 4.570 1.994 -0.04 -0.06 -0.05 0.235
H 7.385 3.927 0.781 -0.11 0.15 -0.14 0.340
O 6.562 2.620 4.343 -0.10 -0.13 0.02 -0.560
C 6.053 1.784 5.025 0.13 0.20 -0.19 0.699
O 4.755 1.804 5.418 0.45 0.02 -0.08 -0.310
C 4.472 0.539 6.010 -0.66 -0.34 0.12 -0.192
C 5.829 0.064 6.443 0.14 -0.50 0.46 -0.351
O 6.697 0.691 5.503 -0.23 0.35 -0.16 -0.317
H 3.779 0.647 6.844 0.03 0.20 -0.11 0.303
H 4.020 -0.111 5.256 0.06 0.06 -0.01 0.167
H 6.092 0.405 7.448 0.00 0.03 -0.06 0.263
H 5.926 -1.020 6.400 0.16 0.11 -0.14 0.310
```
Forces are in eV/Å.

Values from the calculation:
- electronic energy (eV) = -124322.6696
- energy above the lowest of the compared OMol25 structures with the same formula, charge and spin (eV) = 0.000
- net charge = 0
- highest occupied orbital energy (eV) = -9.38


(2)
Entry from the Open Molecules 2025 dataset: a structure of composition C25H34GeMoN3O5PS (ωB97M-V with the def2-TZVPD basis set).

The geometry in XYZ format:
```
71
Properties=species:S:1:pos:R:3:forces:R:3:mulliken_charge:R:1
Mo -1.533 0.466 -0.340 0.60 0.29 0.24 -0.368
O -5.079 1.266 0.104 -0.01 -0.05 0.03 -0.524
S -3.960 1.684 -0.647 0.24 0.08 0.02 1.278
O -4.044 2.621 -1.701 -0.07 0.00 0.03 -0.539
O -2.736 1.991 0.283 -0.25 -0.02 -0.07 -0.600
O -3.190 0.354 -1.222 -0.09 0.11 -0.16 -0.523
C 3.138 -1.420 -2.962 0.02 0.04 0.02 -1.050
N 1.894 -1.223 -2.208 0.02 -0.03 -0.11 0.800
C 1.841 -1.980 -0.955 0.05 -0.01 0.00 -1.181
P 0.511 -0.701 -2.881 0.10 0.19 0.07 -0.643
O -0.280 0.031 -1.729 -0.28 -0.03 0.03 -0.397
N -0.478 -1.867 -3.397 0.17 -0.27 -0.07 0.185
C 0.093 -2.890 -4.292 -0.06 0.01 -0.01 -0.962
C -1.942 -1.817 -3.348 -0.10 0.09 -0.05 -0.916
N 0.915 0.328 -4.060 -0.02 0.04 0.07 0.315
C 0.129 0.461 -5.292 -0.03 0.00 -0.01 -0.890
C 1.786 1.478 -3.788 0.00 -0.03 0.00 -1.017
H 3.975 -1.019 -2.389 0.00 0.00 0.00 0.324
H 3.094 -0.910 -3.919 0.00 -0.01 -0.01 0.373
H 3.316 -2.484 -3.134 -0.01 0.00 0.00 0.352
H 2.642 -1.646 -0.291 -0.02 -0.01 0.01 0.401
H 1.974 -3.047 -1.144 -0.01 -0.01 0.00 0.428
H 0.888 -1.833 -0.454 -0.05 0.00 0.04 0.209
H 1.176 -2.794 -4.350 0.01 0.01 0.03 0.300
H -0.308 -2.783 -5.301 0.01 -0.01 0.00 0.430
H -0.149 -3.883 -3.916 -0.01 0.00 0.00 0.375
H -2.306 -1.660 -2.336 0.03 -0.04 0.01 0.154
H -2.317 -2.780 -3.687 -0.01 0.01 0.01 0.432
H -2.356 -1.038 -3.991 -0.01 -0.03 -0.01 0.324
H -0.477 -0.424 -5.462 0.02 0.01 0.00 0.267
H 0.810 0.581 -6.134 0.00 -0.01 0.00 0.322
H -0.523 1.335 -5.241 0.00 0.00 0.00 0.306
H 2.320 1.342 -2.849 0.00 -0.02 0.00 0.276
H 1.198 2.396 -3.732 -0.01 0.00 0.00 0.345
H 2.516 1.582 -4.591 0.00 -0.01 0.00 0.371
C -1.636 -0.910 0.720 -0.03 -0.02 0.21 0.327
Ge -0.630 0.269 2.295 -0.05 -0.09 -0.16 2.115
C -1.904 0.591 3.663 0.00 0.00 0.02 0.504
C -3.145 1.199 3.455 0.00 -0.01 -0.03 0.136
C -4.000 1.374 4.529 -0.01 0.00 0.00 -0.832
C -3.623 0.951 5.798 0.01 0.00 0.00 -0.518
C -2.393 0.341 6.005 0.00 0.00 0.00 -0.725
C -1.529 0.153 4.938 -0.01 0.03 0.01 -0.694
C -0.126 1.752 1.014 -0.31 -0.30 -0.19 0.523
C 1.176 1.569 0.472 0.03 0.03 -0.07 -0.651
C 2.023 2.643 0.319 0.03 0.08 -0.01 -1.366
C 1.606 3.913 0.724 0.00 -0.07 0.00 -0.618
C 0.342 4.118 1.272 -0.02 -0.02 -0.03 -0.824
C -0.527 3.055 1.398 0.04 0.12 0.06 -0.406
C 0.904 -0.828 2.672 0.01 0.06 0.00 0.271
C 2.108 -0.228 3.043 0.00 -0.02 -0.03 0.022
C 3.197 -1.016 3.387 0.01 -0.01 0.00 -0.760
C 3.087 -2.400 3.362 0.01 0.02 0.01 -0.569
C 1.889 -3.001 3.004 -0.02 -0.01 0.00 -0.754
C 0.795 -2.219 2.665 0.01 0.00 0.01 -0.333
H -2.001 -1.834 1.159 0.00 -0.01 -0.02 0.713
H -3.453 1.520 2.468 0.00 -0.01 0.03 0.342
H -4.964 1.839 4.375 0.00 0.00 0.00 0.465
H -4.297 1.093 6.632 0.00 0.00 0.00 0.413
H -2.109 0.008 6.994 0.00 0.00 0.00 0.428
H -0.572 -0.329 5.102 0.00 0.00 -0.01 0.368
H 1.510 0.580 0.186 0.03 -0.03 0.05 1.169
H 3.014 2.502 -0.091 -0.01 0.01 0.01 0.623
H 2.282 4.752 0.615 0.00 0.01 0.00 0.470
H 0.035 5.106 1.584 0.01 0.01 0.00 0.497
H -1.521 3.215 1.791 0.02 -0.01 0.05 0.511
H 2.205 0.852 3.075 0.00 0.00 0.00 0.475
H 4.127 -0.550 3.684 0.00 0.00 0.00 0.448
H 3.936 -3.012 3.634 0.00 0.00 0.00 0.443
H 1.801 -4.080 3.001 0.00 0.00 0.00 0.451
H -0.140 -2.705 2.409 0.01 -0.01 0.01 0.376
```
Forces are in eV/Å.

Values from the calculation:
- electronic energy (eV) = -119665.9758
- net charge = +2
- highest occupied orbital energy (eV) = -14.57


Question: Look up the electronic energy of the first one.
Answer: -124322.6696 eV


Question: The lowest electronic energy belongs to which entry?
Answer: C25H34Cl2NO25PS